1.
{
  "formula": "C6H3N3O6",
  "method": "ωB97M-V/def2-TZVPD",
  "energy_ev": -23011.7655,
  "e_homo_ev": [-9.50, -9.50],
  "gap_ev": [8.0, 8.0],
  "relative_energy_kcal_mol": 0.0,
  "lumo_energy_ev": [-1.53, -1.53],
  "charge": 0,
  "elements": ["O", "O", "O", "O", "O", "O", "N", "N", "N", "C", "C", "C", "C", "C", "C", "H", "H", "H"],
  "xyz": [[2.6941, 1.1629, 1.6018], [-1.4426, 1.7449, -2.7713], [0.4559, -1.5952, -0.8999], [-1.2288, -0.2649, -3.4628], [2.2552, -0.3547, -0.6178], [1.9270, -0.3503, 4.0542], [1.2440, -0.6600, -0.2239], [1.9449, -0.3276, 2.8614], [-1.3908, 0.5621, -2.6074], [-1.1380, 0.9476, -0.2176], [-0.8355, -0.1661, 0.7378], [-0.9940, -1.1724, -0.6926], [0.6530, -0.0920, 0.8722], [1.6937, 0.4355, 1.8775], [-1.3030, 0.1645, -1.2557], [-1.4104, -0.1046, 1.6736], [-1.4323, 2.0381, -0.0246], [-1.6926, -1.9676, -0.9050]],
  "atomic_forces_ev_per_a": [[-2.649, -0.782, 0.364], [-0.640, 1.772, -0.663], [-2.363, 0.264, -0.531], [-0.359, -1.095, -0.782], [6.437, 0.070, -3.356], [-0.410, 0.671, -0.804], [-5.886, 0.979, 4.219], [0.876, -4.446, 5.024], [0.965, 0.016, -0.124], [-2.263, 2.026, 1.199], [0.635, -0.108, 0.010], [2.330, 1.675, 1.775], [0.445, -1.095, 0.071], [0.949, 4.005, -5.579], [0.452, -0.829, -0.459], [0.013, -0.888, -0.398], [1.102, -1.727, -0.445], [0.368, -0.508, 0.480]],
  "lowdin_charge": [0.0890, 0.1084, 0.0613, 0.1232, 0.1936, 0.1417, -0.2606, 0.0557, -0.3799, 0.0750, -0.0784, 0.0196, -0.0490, -0.3924, -0.1807, 0.1463, 0.1756, 0.1517]
}

2.
{
  "formula": "C3H6NO2",
  "method": "ωB97M-V/def2-TZVPD",
  "energy_ev": -8785.8106,
  "e_homo_ev": -15.63,
  "gap_ev": 11.2,
  "relative_energy_kcal_mol": 3.9,
  "lumo_energy_ev": -4.39,
  "charge": 1,
  "elements": ["O", "O", "N", "C", "C", "C", "H", "H", "H", "H", "H", "H"],
  "xyz": [[1.5044, 1.7551, -1.1373], [-0.0161, 0.1456, -1.6597], [-1.1111, -1.1881, 0.2903], [0.7384, 0.7302, -0.9100], [-0.1792, -0.4705, 1.0747], [0.6649, 0.4537, 0.5728], [1.3521, 1.0754, 1.2790], [-0.9999, -0.9398, -0.7527], [1.6222, 2.1240, -2.0520], [-2.0963, -0.8127, 0.6170], [-1.1907, -2.2486, 0.4952], [-0.2888, -0.6244, 2.1826]],
  "atomic_forces_ev_per_a": [[1.038, 0.845, -0.839], [0.399, -0.023, -0.814], [-3.984, -1.268, -0.176], [-1.379, 0.123, 1.160], [2.041, 1.724, 1.953], [0.813, -0.020, 1.386], [-1.457, -1.372, -1.371], [0.306, -0.233, 0.886], [-0.578, -0.924, 0.737], [1.973, -0.914, -1.035], [0.583, 1.974, -0.559], [0.245, 0.088, -1.329]],
  "lowdin_charge": [0.1735, 0.0969, 0.1481, -0.5045, -0.0997, 0.0614, 0.1746, 0.1531, 0.1880, 0.2317, 0.2203, 0.1566]
}

3.
{
  "formula": "C4H12O",
  "method": "ωB97M-V/def2-TZVPD",
  "energy_ev": -6388.8997,
  "e_homo_ev": -10.26,
  "gap_ev": 11.2,
  "relative_energy_kcal_mol": 28.2,
  "lumo_energy_ev": 0.97,
  "charge": 0,
  "elements": ["O", "C", "C", "C", "C", "H", "H", "H", "H", "H", "H", "H", "H", "H", "H", "H", "H"],
  "xyz": [[-1.1905, 1.4901, -0.0851], [2.4432, 0.4656, 0.4343], [-2.3350, -0.2479, -1.2886], [1.7708, -0.8154, 1.0221], [-1.6236, 0.1258, -0.0301], [1.9401, 1.3620, 0.6930], [-2.6306, -1.2851, -1.0625], [-0.7935, 1.7920, -0.9023], [3.4263, 0.6210, 0.9207], [2.5900, 0.3900, -0.7044], [-0.8416, -0.5559, 0.2925], [2.4170, -1.6556, 1.3119], [-1.8582, -0.2597, -2.3530], [-2.4190, -0.0690, 0.7593], [-3.2320, 0.4345, -1.3876], [1.3638, -0.6006, 1.9844], [0.9727, -1.1916, 0.3954]],
  "atomic_forces_ev_per_a": [[-0.362, -0.015, 1.728], [1.383, -1.700, -0.833], [-0.927, -0.549, -1.874], [0.580, 0.355, -0.043], [-0.347, 0.692, -0.136], [-1.056, 0.679, -0.075], [-0.503, 0.211, -0.655], [-0.044, -0.751, -0.352], [-0.209, -0.324, -0.503], [-0.171, 0.202, 1.761], [0.401, 0.089, -0.454], [0.377, 0.272, -0.846], [-0.096, 0.178, 2.159], [0.934, 1.188, -0.548], [0.778, -0.983, 0.119], [-0.745, 0.550, 0.677], [0.010, -0.093, -0.127]],
  "lowdin_charge": [-0.0847, -0.1516, -0.1288, -0.1638, -0.3357, 0.0312, 0.0706, 0.0783, 0.0595, 0.0868, 0.0675, 0.0639, 0.1028, 0.1334, 0.0907, 0.0492, 0.0305]
}

Number 3 is which compound?
C4H12O